(1)
ORCA calculation (the ωB97M-V functional and the def2-TZVPD basis) on C15H12N5O4ReSSbSe4 as an isolated structure in a non-equilibrium geometry.

The net charge is 0. The spin multiplicity is 2. For the HOMO-LUMO gap (spin up / spin down), the calculation gives 4.762 / 4.654 eV. As for the HOMO energy (spin up / spin down): -7.47 / -7.40 eV.

Positions of all 43 atoms, in Å:
1 Re 0.781 -0.160 -0.451
2 C -1.218 2.050 3.180
3 C -0.925 1.303 1.931
4 N 0.296 1.159 1.513
5 N 1.330 1.707 2.140
6 C 2.521 1.535 1.656
7 N 3.565 2.128 2.226
8 S 2.902 0.502 0.251
9 C -1.999 0.697 1.149
10 C -3.323 0.706 1.589
11 C -4.288 0.039 0.855
12 C -3.928 -0.608 -0.316
13 C -2.610 -0.530 -0.724
14 N -1.679 0.089 -0.017
15 H -0.298 2.487 3.560
16 H -1.618 1.356 3.921
17 H -1.940 2.843 2.983
18 H 3.391 2.831 2.927
19 H 4.469 2.114 1.783
20 H -3.582 1.210 2.506
21 H -5.310 0.017 1.199
22 H -4.640 -1.156 -0.911
23 H -2.289 -0.968 -1.664
24 O 2.614 -1.039 -4.292
25 C 2.024 -0.984 -3.245
26 O 1.621 0.083 -2.643
27 C 1.661 -2.221 -2.455
28 C 1.862 -3.523 -2.882
29 C 1.477 -4.556 -2.041
30 C 0.939 -4.246 -0.803
31 C 0.799 -2.913 -0.452
32 N 1.126 -1.925 -1.270
33 C 0.277 -2.456 0.875
34 O -0.260 -3.228 1.647
35 O 0.442 -1.218 1.076
36 H 2.306 -3.677 -3.852
37 H 1.608 -5.587 -2.333
38 H 0.621 -4.987 -0.086
39 Se 2.244 5.181 -2.644
40 Sb 0.286 4.086 -1.724
41 Se -1.588 4.462 -3.227
42 Se -0.255 5.571 0.126
43 Se 0.587 1.825 -1.059

Cartesian forces, eV/Å:
Re 0.396 2.529 2.550
C -0.001 0.101 0.072
C 1.557 0.306 0.086
N -0.806 -1.512 -1.522
N 0.134 1.067 1.198
C -0.840 -1.178 -1.300
N 0.445 0.354 0.322
S 1.515 -1.056 0.503
C -0.341 -0.569 -0.573
C 0.381 0.046 -0.052
C 0.048 -0.147 -0.179
C -0.070 0.154 0.126
C -0.201 -0.035 -0.152
N 0.607 -0.543 0.013
H -0.126 -0.017 -0.007
H -0.105 0.099 0.095
H -0.072 0.002 0.110
H -0.021 -0.052 -0.004
H -0.145 -0.062 -0.019
H -0.013 0.029 0.056
H -0.097 0.011 0.043
H -0.130 0.003 -0.058
H -0.013 -0.027 0.069
O 0.277 -0.399 -0.575
C -0.240 0.105 0.380
O -0.330 -0.647 1.002
C 0.291 0.384 -0.728
C -0.196 0.125 0.384
C 0.091 0.030 -0.104
C -0.128 0.398 0.250
C -0.245 -1.703 0.359
N 0.540 -2.034 -0.781
C -1.047 -4.275 0.573
O 0.509 0.635 -0.556
O 0.080 0.719 1.775
H 0.046 0.031 -0.076
H 0.004 -0.076 -0.053
H 0.016 -0.078 0.012
Se 0.005 -0.650 0.638
Sb -0.498 4.476 -2.668
Se 0.110 -0.857 0.512
Se 0.005 0.053 0.847
Se -1.393 4.259 -2.571

natural (NBO) atomic charge list, values in e, 2 entries:
1. Re 0.925
2. C -0.680

(2)
ORCA calculation (the ωB97M-V functional and the def2-TZVPD basis) on a 3-piece molecular cluster, C2H12NO2S overall in a non-equilibrium geometry.

The net charge is +1. The spin multiplicity is 1. For the HOMO-LUMO gap, the calculation gives 9.733 eV. As for the HOMO energy: -12.83 eV.

Positions of all 18 atoms, in Å:
1 C -0.378 -0.189 1.308
2 C 0.736 0.990 1.365
3 S 0.040 2.707 0.852
4 N -0.770 -0.667 -0.159
5 H -0.248 -1.053 1.968
6 H -1.268 0.406 1.670
7 H 1.007 1.060 2.538
8 H 1.562 0.915 0.605
9 H 0.685 2.831 -0.305
10 H -1.756 -0.508 -0.347
11 H -0.304 0.036 -0.777
12 H -0.240 -1.683 -0.262
13 H -0.012 1.411 -3.484
14 H -0.948 2.279 -2.649
15 O -0.445 1.425 -2.595
16 H 0.929 -3.155 0.831
17 H 0.659 -3.865 -0.487
18 O 0.750 -2.941 -0.072

Cartesian forces, eV/Å:
C -1.197 2.710 -0.638
C -0.465 -0.031 0.738
S -0.098 -1.351 0.859
N 3.157 0.260 1.307
H 0.351 0.207 -0.413
H 0.657 -1.143 -0.275
H -0.127 -0.124 -3.061
H -0.392 -0.574 1.487
H 0.183 -0.195 -0.174
H -0.103 -0.843 0.115
H -0.294 -0.666 0.043
H -1.662 1.822 -0.213
H -0.389 -0.241 1.065
H 0.528 -1.132 0.321
O -0.115 1.222 -1.189
H 0.344 -0.088 1.176
H 0.103 2.108 0.553
O -0.479 -1.938 -1.700

natural (NBO) atomic charge list, values in e, 2 entries:
1. C -0.250
2. C -0.534

(3)
ORCA calculation (the ωB97M-V functional and the def2-TZVPD basis) on a 8-piece molecular cluster, C29H59NO16 overall in a non-equilibrium geometry.

As for the SMILES: C[N+](=O)[O-].CCOC(C)=O.CCOC(C)=O.CCOC(C)=O.CCOC(C)=O.CCOC(C)=O.CCOC(C)=O.CCOC(C)=O. The net charge is 0. The spin multiplicity is 1. For the HOMO-LUMO gap, the calculation gives 9.399 eV. As for the HOMO energy: -9.09 eV.

Positions of all 105 atoms, in Å:
1 C -1.162 19.740 -3.323
2 N -0.068 20.542 -2.847
3 O -0.357 21.669 -2.487
4 O 1.047 20.090 -2.793
5 H -2.056 20.047 -2.780
6 H -0.982 18.677 -3.160
7 H -1.255 19.909 -4.396
8 C -1.767 17.689 -4.157
9 C -2.224 16.733 -5.254
10 O -1.376 16.686 -6.362
11 C -0.074 16.469 -6.384
12 C 0.495 16.401 -7.802
13 O 0.685 16.312 -5.423
14 H -2.592 18.288 -3.772
15 H -0.964 18.317 -4.544
16 H -1.379 17.092 -3.332
17 H -2.187 15.704 -4.898
18 H -3.279 16.924 -5.449
19 H 1.552 16.656 -7.733
20 H 0.063 17.150 -8.466
21 H 0.404 15.458 -8.341
22 C -5.710 22.576 -8.988
23 C -4.204 22.253 -8.796
24 O -3.748 22.934 -7.660
25 C -3.464 24.232 -7.734
26 C -3.193 24.902 -6.409
27 O -3.449 24.890 -8.758
28 H -6.160 22.500 -7.999
29 H -6.081 21.766 -9.616
30 H -5.901 23.496 -9.541
31 H -4.115 21.209 -8.495
32 H -3.691 22.525 -9.719
33 H -2.410 25.659 -6.451
34 H -2.942 24.105 -5.709
35 H -4.080 25.445 -6.080
36 C -6.182 19.155 -6.550
37 C -5.367 19.859 -7.672
38 O -5.779 19.302 -8.937
39 C -5.487 18.020 -9.318
40 C -5.919 17.683 -10.740
41 O -4.714 17.304 -8.635
42 H -5.535 18.321 -6.279
43 H -7.140 18.761 -6.891
44 H -6.356 19.796 -5.686
45 H -5.572 20.924 -7.776
46 H -4.294 19.666 -7.658
47 H -5.340 16.847 -11.132
48 H -5.862 18.569 -11.372
49 H -6.960 17.361 -10.721
50 C 0.039 22.694 -5.835
51 C 0.540 21.522 -6.698
52 O 0.934 20.509 -5.756
53 C 1.001 19.199 -6.244
54 C 1.520 18.145 -5.195
55 O 0.546 18.840 -7.293
56 H -0.713 22.458 -5.083
57 H -0.347 23.421 -6.549
58 H 0.908 23.000 -5.253
59 H -0.138 21.183 -7.481
60 H 1.458 21.659 -7.269
61 H 2.250 18.568 -4.505
62 H 2.031 17.282 -5.621
63 H 0.651 17.806 -4.631
64 C 0.702 18.612 -9.704
65 C -0.020 19.561 -10.619
66 O -1.003 20.269 -9.905
67 C -0.838 21.558 -9.445
68 C -2.036 22.054 -8.645
69 O 0.218 22.215 -9.499
70 H 0.119 17.979 -9.035
71 H 1.466 19.060 -9.069
72 H 1.249 17.921 -10.345
73 H 0.626 20.320 -11.059
74 H -0.417 18.952 -11.431
75 H -1.939 21.857 -7.577
76 H -2.929 21.578 -9.051
77 H -2.152 23.137 -8.612
78 C -3.347 19.241 -10.692
79 C -3.028 17.832 -10.471
80 O -2.783 17.087 -11.717
81 C -1.628 17.060 -12.329
82 C -1.592 16.237 -13.585
83 O -0.645 17.725 -11.995
84 H -4.254 19.295 -11.293
85 H -2.581 19.835 -11.190
86 H -3.604 19.658 -9.718
87 H -2.149 17.700 -9.840
88 H -3.875 17.417 -9.924
89 H -2.041 16.908 -14.318
90 H -2.175 15.317 -13.529
91 H -0.570 15.988 -13.868
92 C -2.836 21.956 -5.282
93 C -3.844 21.165 -6.172
94 O -3.114 20.450 -7.181
95 C -2.648 19.207 -6.908
96 C -1.857 18.550 -8.068
97 O -2.813 18.570 -5.879
98 H -2.072 22.342 -5.957
99 H -2.321 21.186 -4.706
100 H -3.215 22.710 -4.592
101 H -4.516 20.601 -5.525
102 H -4.557 21.814 -6.682
103 H -1.906 19.122 -8.994
104 H -2.218 17.551 -8.313
105 H -0.863 18.357 -7.666

Cartesian forces, eV/Å:
C 0.091 0.786 1.386
N 0.511 1.267 1.029
O -0.037 0.653 -0.047
O 0.287 -0.483 -0.110
H 0.083 0.197 -0.204
H 1.122 2.264 1.661
H 0.182 0.302 0.516
C -0.533 -3.622 -1.463
C -0.042 -3.592 3.286
O -0.153 0.374 -1.452
C 1.661 -2.463 0.192
C -0.116 -0.572 0.495
O -4.845 -4.862 -2.045
H 0.064 -0.405 -0.376
H -1.001 -1.783 -0.849
H 0.293 -0.103 0.195
H 0.107 -0.389 0.527
H 0.567 -1.002 -0.605
H -0.040 -0.171 -0.024
H -0.112 -2.799 1.757
H -0.199 -0.391 0.557
C 0.661 -0.514 -0.313
C -6.082 2.140 -1.713
O -0.975 2.996 -0.019
C -0.409 3.099 -0.802
C 0.080 -0.813 0.339
O -0.213 -1.124 0.368
H -0.658 0.622 -0.269
H -0.322 -0.057 0.044
H 0.096 0.189 0.536
H -0.593 0.907 -1.101
H -1.188 0.472 -0.039
H 0.091 -0.300 -0.386
H -0.056 0.864 0.124
H -0.215 -0.251 -0.029
C 1.048 0.075 -0.372
C -2.564 -2.469 -0.392
O -1.393 -1.527 -1.856
C 1.616 0.520 2.295
C -0.864 -0.001 0.784
O -3.793 1.478 -0.034
H -0.408 -0.178 0.472
H 0.056 0.193 -0.206
H 0.010 -0.061 -0.056
H -0.512 -1.373 0.253
H -2.860 -0.527 -0.191
H 0.046 0.241 0.091
H -0.165 -0.305 0.119
H -0.125 0.030 0.073
C 1.376 -0.523 -0.574
C 0.192 -0.327 0.361
O -0.128 -2.756 -0.609
C 0.709 -0.094 3.197
C 2.406 4.642 0.294
O 1.631 2.180 1.569
H 0.679 -0.247 -0.361
H 0.208 0.544 0.362
H -0.030 0.698 -0.256
H -0.119 -0.414 1.012
H -0.057 1.074 0.024
H -0.238 0.731 0.059
H 0.273 1.404 -0.357
H 0.877 1.054 0.329
C 1.543 0.112 -1.300
C 2.003 1.673 0.308
O -0.608 3.457 0.438
C 2.428 0.868 0.702
C 4.727 -0.764 -1.325
O -2.200 -1.783 -0.738
H 0.063 2.719 -2.701
H -0.179 0.234 -0.392
H 0.020 -0.214 -0.226
H 0.547 -0.079 0.164
H -0.403 2.177 1.304
H 0.915 -0.273 -1.178
H 4.226 -0.689 0.544
H 1.637 -0.656 -1.691
C -0.656 1.415 -1.293
C 1.963 -1.354 -0.952
O -1.235 -0.410 0.039
C 1.661 0.757 0.049
C -0.319 -0.119 0.112
O -1.867 -4.238 -1.911
H 0.251 0.285 -0.020
H -0.195 -0.192 0.176
H 0.230 0.251 -0.313
H -0.297 -0.264 -1.351
H 2.122 -0.989 -1.638
H 0.028 -0.239 -0.387
H -0.148 0.195 0.079
H -0.108 0.287 0.112
C -0.308 -1.865 -1.119
C -0.681 0.887 2.904
O 2.264 -0.677 3.170
C 1.695 -2.600 -0.454
C -2.031 0.680 1.030
O -1.505 6.228 -2.920
H -0.901 0.231 0.477
H -0.262 0.490 0.075
H -0.295 -0.279 -0.209
H 0.827 -1.029 -0.071
H 0.652 -0.774 1.020
H 0.405 -0.033 1.620
H -0.558 0.311 1.214
H -1.429 0.765 -0.544

Mulliken atomic charge list, values in e, 2 entries:
1. C -0.067
2. N 1.278

Question: net charge of number 1 (C15H12N5O4ReSSbSe4)?
Answer: 0

Question: What is the net charge in the second record?
Answer: +1